The following is a DFT calculation (ωB97M-V with the def2-TZVPD basis set) of an isolated molecule of C7H10O in a non-equilibrium geometry.

The total energy comes out at -9461.6422 eV. The structure (SMILES) is C=C/C=C\C=C/CO. The calculation puts the HOMO energy at -8.36 eV. The energy above the lowest of the compared OMol25 structures with the same formula, charge and spin comes out at 6.918 eV. The calculation puts the molecular weight at 110.2 g/mol. The largest force on an atom comes out at 0.113 hartree/bohr.

Structure (XYZ):
```
18
Properties=species:S:1:pos:R:3:forces:R:3:nbo_charge:R:1
C -1.269 -1.784 0.884 0.96 4.93 0.28 -0.429
C -1.684 -1.088 -0.215 0.53 -1.82 -2.83 -0.201
C -1.820 0.377 -0.572 -0.02 -2.49 -0.18 -0.220
C -1.144 1.496 -0.261 -3.10 3.10 2.35 -0.251
C 0.050 1.782 0.572 5.31 0.07 -0.89 -0.258
C 1.290 1.030 0.444 -1.42 2.10 1.98 -0.169
C 1.805 -0.050 -0.530 3.54 3.04 0.78 -0.118
O 2.145 -1.376 -0.265 -4.71 -2.15 2.65 -0.691
H -0.798 -1.083 1.737 -1.32 -1.67 -1.75 0.206
H -1.186 -2.810 1.073 -0.30 -1.33 -0.26 0.217
H -2.058 -1.569 -1.342 1.06 0.12 3.81 0.192
H -2.638 0.203 -1.336 0.44 2.21 1.09 0.224
H -1.958 2.430 -0.167 2.51 -1.94 -1.39 0.231
H 0.381 2.976 0.987 -1.86 -3.90 -1.03 0.247
H 2.206 1.459 0.968 -1.70 -0.23 -0.22 0.195
H 2.920 0.326 -0.630 -2.15 -0.10 -0.45 0.177
H 1.288 0.298 -1.388 -0.75 -1.21 -1.74 0.174
H 1.310 -1.798 0.282 3.00 1.28 -2.19 0.473
```
Forces are in eV/Å.